[1]
{
  "formula": "H30O15",
  "method": "ωB97M-V/def2-TZVPD",
  "relative_energy_kj_mol": 555.3,
  "homo_energy_ev": -10.60,
  "homo_lumo_gap_ev": 10.4,
  "symbols": ["O", "H", "H", "O", "H", "H", "O", "H", "H", "O", "H", "H", "O", "H", "H", "O", "H", "H", "O", "H", "H", "O", "H", "H", "O", "H", "H", "O", "H", "H", "O", "H", "H", "O", "H", "H", "O", "H", "H", "O", "H", "H", "O", "H", "H"],
  "positions_angstrom": [[1.774, 1.319, 0.529], [1.002, 1.482, 1.027], [2.290, 0.725, 0.929], [3.516, 3.065, -0.073], [3.940, 2.493, -0.764], [3.249, 2.508, 0.760], [-0.680, -1.248, 0.298], [-0.675, -0.630, -0.506], [0.162, -1.707, 0.100], [-1.116, 3.479, -1.014], [-1.753, 2.955, -1.609], [-0.240, 3.343, -1.158], [-0.064, -0.815, -2.094], [-0.782, -0.449, -2.661], [0.594, -1.233, -2.651], [2.478, 0.116, -1.969], [1.815, -0.526, -1.610], [2.060, 0.965, -1.806], [-3.169, -0.781, 0.781], [-3.096, 0.048, 0.397], [-2.383, -1.265, 0.909], [2.774, -3.910, 0.192], [2.051, -3.574, 0.725], [3.649, -3.385, -0.016], [1.819, -1.475, -3.742], [2.445, -1.992, -3.292], [2.441, -1.070, -4.224], [-0.909, -1.028, 3.647], [-1.302, -1.377, 2.813], [-1.729, -0.709, 4.039], [-2.797, 2.000, 1.698], [-3.676, 2.364, 1.395], [-2.261, 2.745, 1.816], [-3.845, -1.423, -1.795], [-3.681, -2.303, -1.423], [-2.970, -1.160, -1.420], [0.222, 1.584, 3.604], [-0.150, 0.768, 3.287], [0.769, 1.635, 2.752], [2.423, -1.843, 1.978], [2.435, -2.792, 2.106], [2.708, -1.515, 2.906], [-2.754, 1.742, -1.760], [-3.303, 1.148, -2.232], [-3.279, 1.727, -0.869]]
}

[2]
{
  "formula": "C24H20ClGaNO2S5",
  "method": "ωB97M-V/def2-TZVPD",
  "charge": -1,
  "relative_energy_kj_mol": 38.4,
  "homo_energy_ev": -4.28,
  "homo_lumo_gap_ev": 6.6,
  "symbols": ["Ga", "S", "S", "S", "S", "C", "C", "C", "C", "C", "C", "C", "C", "S", "C", "N", "C", "C", "C", "C", "C", "C", "C", "C", "H", "H", "H", "H", "H", "H", "H", "H", "H", "H", "H", "H", "H", "H", "H", "H", "Cl", "C", "C", "C", "C", "O", "C", "C", "O", "C", "H", "H", "H", "H"],
  "positions_angstrom": [[-1.814, 2.213, -0.145], [-3.644, 3.851, 0.239], [-3.446, 4.311, 2.217], [-3.122, 2.465, 3.072], [-1.374, 1.892, 2.160], [2.455, -3.441, 3.293], [0.927, -3.328, 3.167], [0.277, -4.641, 3.625], [0.457, -2.194, 4.083], [0.553, -3.059, 1.709], [1.087, -3.868, 0.692], [0.844, -3.626, -0.645], [0.034, -2.550, -0.981], [-0.416, -1.948, -2.541], [-1.341, -0.666, -1.749], [-1.331, -0.719, -0.466], [-0.551, -1.751, 0.013], [-0.292, -2.021, 1.356], [-2.061, 0.336, -2.535], [-2.257, 0.108, -3.901], [-2.981, 1.003, -4.661], [-3.540, 2.119, -4.056], [-3.328, 2.357, -2.708], [-2.561, 1.503, -1.918], [2.740, -3.536, 4.344], [2.934, -2.551, 2.883], [2.841, -4.312, 2.763], [0.507, -4.833, 4.676], [0.639, -5.486, 3.035], [-0.807, -4.587, 3.513], [0.862, -2.340, 5.087], [-0.631, -2.166, 4.159], [0.794, -1.223, 3.717], [1.714, -4.714, 0.947], [1.286, -4.248, -1.414], [-0.757, -1.371, 2.083], [-1.846, -0.787, -4.357], [-3.119, 0.830, -5.722], [-4.125, 2.816, -4.645], [-3.740, 3.249, -2.253], [5.096, 4.386, -2.213], [3.602, 3.690, -1.637], [3.647, 2.517, -0.869], [2.488, 1.949, -0.413], [1.215, 2.517, -0.704], [0.159, 1.937, -0.277], [1.205, 3.717, -1.474], [-0.038, 4.360, -1.783], [-1.157, 3.959, -1.488], [2.407, 4.281, -1.933], [4.604, 2.064, -0.647], [2.502, 1.041, 0.177], [0.037, 5.309, -2.345], [2.368, 5.184, -2.532]]
}

[3]
{
  "formula": "C47H47N8O16S",
  "method": "ωB97M-V/def2-TZVPD",
  "charge": 1,
  "homo_energy_ev": -10.95,
  "homo_lumo_gap_ev": 7.5,
  "symbols": ["O", "O", "C", "N", "C", "C", "C", "S", "C", "H", "H", "H", "H", "H", "H", "H", "H", "H", "H", "H", "H", "C", "C", "C", "C", "C", "C", "N", "O", "O", "H", "H", "H", "H", "H", "C", "C", "C", "C", "C", "C", "N", "O", "O", "H", "H", "H", "H", "H", "C", "C", "C", "C", "C", "C", "N", "O", "O", "H", "H", "H", "H", "H", "C", "C", "C", "C", "C", "C", "N", "O", "O", "H", "H", "H", "H", "H", "C", "C", "C", "C", "C", "C", "N", "O", "O", "H", "H", "H", "H", "H", "C", "C", "C", "C", "C", "C", "N", "O", "O", "H", "H", "H", "H", "H", "C", "C", "C", "C", "C", "C", "N", "O", "O", "H", "H", "H", "H", "H"],
  "positions_angstrom": [[6.078, -3.656, 0.370], [5.148, -2.748, 0.102], [4.425, -2.513, 1.374], [2.970, -2.922, 1.307], [2.748, -4.424, 1.370], [1.663, -4.719, 0.142], [0.765, -3.321, 0.334], [-0.298, -3.186, 1.874], [2.060, -2.265, 0.259], [5.778, -4.475, -0.134], [4.500, -1.386, 1.750], [4.970, -3.153, 2.215], [2.557, -2.574, 2.203], [3.838, -4.897, 1.259], [2.283, -4.708, 2.431], [0.984, -5.667, 0.249], [2.355, -4.686, -0.829], [-0.027, -3.278, -0.529], [-0.109, -4.368, 2.658], [2.455, -2.405, -0.859], [1.667, -1.174, 0.542], [2.452, 1.031, -5.458], [2.022, 1.601, -4.258], [1.394, 0.811, -3.294], [1.205, -0.556, -3.540], [1.629, -1.129, -4.746], [2.253, -0.328, -5.704], [0.568, -1.398, -2.519], [0.190, -0.850, -1.473], [0.450, -2.608, -2.760], [2.946, 1.650, -6.204], [2.179, 2.662, -4.074], [1.064, 1.270, -2.364], [1.485, -2.188, -4.952], [2.589, -0.764, -6.643], [3.179, 2.723, 4.867], [2.973, 1.862, 3.788], [3.139, 0.486, 3.949], [3.510, -0.021, 5.202], [3.726, 0.841, 6.286], [3.559, 2.217, 6.112], [3.662, -1.470, 5.385], [3.481, -2.198, 4.398], [3.959, -1.882, 6.515], [3.043, 3.795, 4.738], [2.678, 2.265, 2.821], [2.974, -0.172, 3.099], [4.019, 0.462, 7.262], [3.721, 2.894, 6.947], [-4.137, 4.841, -3.189], [-3.683, 4.174, -2.051], [-2.338, 3.813, -1.942], [-1.453, 4.129, -2.982], [-1.909, 4.792, -4.129], [-3.256, 5.146, -4.228], [-0.034, 3.774, -2.862], [0.326, 3.172, -1.839], [0.723, 4.101, -3.787], [-5.185, 5.126, -3.268], [-4.376, 3.939, -1.246], [-2.000, 3.293, -1.048], [-1.234, 5.039, -4.946], [-3.619, 5.663, -5.114], [-2.135, -6.108, 1.819], [-2.565, -5.538, 3.019], [-3.193, -6.329, 3.983], [-3.382, -7.696, 3.737], [-2.958, -8.269, 2.531], [-2.334, -7.468, 1.572], [-4.019, -8.537, 4.758], [-4.397, -7.989, 5.804], [-4.137, -9.747, 4.517], [-1.641, -5.489, 1.073], [-2.408, -4.478, 3.203], [-3.523, -5.870, 4.913], [-3.102, -9.327, 2.325], [-1.998, -7.904, 0.634], [-3.882, -3.209, -1.871], [-2.852, -2.461, -2.444], [-3.070, -1.128, -2.800], [-4.327, -0.551, -2.572], [-5.364, -1.302, -2.004], [-5.136, -2.635, -1.655], [-4.554, 0.857, -2.920], [-3.617, 1.482, -3.438], [-5.668, 1.340, -2.673], [-3.706, -4.246, -1.590], [-1.878, -2.916, -2.611], [-2.257, -0.559, -3.245], [-6.346, -0.868, -1.826], [-5.934, -3.225, -1.210], [5.295, 4.032, -2.254], [6.443, 4.782, -2.513], [6.347, 5.994, -3.199], [5.089, 6.450, -3.619], [3.936, 5.695, -3.367], [4.045, 4.483, -2.682], [4.978, 7.736, -4.318], [6.023, 8.365, -4.539], [3.846, 8.120, -4.644], [5.375, 3.090, -1.714], [7.414, 4.423, -2.178], [7.251, 6.568, -3.394], [2.955, 6.034, -3.691], [3.156, 3.891, -2.479], [-4.959, 2.474, 5.034], [-4.929, 1.467, 4.069], [-4.779, 1.795, 2.720], [-4.655, 3.141, 2.348], [-4.692, 4.154, 3.315], [-4.845, 3.814, 4.660], [-4.472, 3.491, 0.934], [-4.463, 2.567, 0.107], [-4.332, 4.689, 0.649], [-5.070, 2.213, 6.085], [-5.019, 0.425, 4.368], [-4.758, 0.998, 1.979], [-4.602, 5.203, 3.040], [-4.872, 4.593, 5.419]]
}

[4]
{
  "formula": "CH10MgN3O2",
  "method": "ωB97M-V/def2-TZVPD",
  "charge": -1,
  "relative_energy_kj_mol": 12.3,
  "homo_energy_ev": -0.81,
  "homo_lumo_gap_ev": 3.9,
  "symbols": ["C", "Mg", "N", "N", "H", "H", "H", "H", "H", "H", "H", "H", "H", "H", "O", "N", "O"],
  "positions_angstrom": [[-2.296, 0.513, -1.259], [-0.432, 0.873, -0.530], [1.844, 0.509, 1.627], [1.004, -0.378, -1.517], [1.119, -0.294, 1.573], [1.652, 0.984, 0.684], [-2.965, 1.001, -0.519], [-2.303, -0.600, -1.125], [-2.261, 0.802, -2.309], [1.103, -1.253, -0.972], [1.942, -0.047, -1.720], [0.593, -0.625, -2.440], [2.837, 0.232, 1.445], [1.714, 1.128, 2.479], [-1.449, -1.558, 2.354], [-1.588, -0.681, 1.528], [-0.514, -0.607, 0.702]]
}

[5]
{
  "formula": "C29H34CsN7SSeSi",
  "method": "ωB97M-V/def2-TZVPD",
  "relative_energy_kj_mol": 66.6,
  "homo_energy_ev": -6.53,
  "homo_lumo_gap_ev": 6.5,
  "symbols": ["Cs", "C", "Si", "C", "C", "C", "C", "C", "C", "N", "C", "S", "H", "H", "H", "H", "H", "H", "H", "H", "H", "H", "H", "H", "C", "C", "C", "C", "N", "N", "C", "H", "H", "H", "H", "H", "H", "H", "H", "N", "C", "C", "C", "C", "C", "C", "C", "H", "H", "H", "H", "H", "N", "C", "H", "C", "N", "C", "Se", "N", "C", "C", "C", "C", "C", "C", "H", "H", "H", "H", "H", "H", "H", "H"],
  "positions_angstrom": [[-1.147, 0.510, 0.953], [-0.583, -3.195, -6.048], [-0.686, -1.739, -4.912], [-2.446, -1.127, -4.878], [0.439, -0.458, -5.637], [-0.062, -1.975, -3.163], [0.402, -3.275, -2.847], [0.958, -3.623, -1.621], [1.080, -2.570, -0.736], [0.609, -1.362, -0.957], [0.054, -0.994, -2.120], [-0.598, 0.611, -2.334], [-0.849, -2.721, -7.028], [-1.324, -4.009, -5.834], [0.401, -3.644, -6.136], [-3.078, -1.190, -5.749], [-2.434, -0.103, -4.425], [-3.012, -1.733, -4.153], [0.331, -0.265, -6.699], [1.497, -0.645, -5.520], [0.241, 0.472, -5.112], [0.172, -4.045, -3.610], [1.331, -4.591, -1.370], [1.452, -2.729, 0.297], [-1.474, -0.903, 7.308], [-0.915, -0.149, 6.167], [0.217, 0.621, 6.088], [0.246, 1.217, 4.795], [-0.854, 0.817, 4.109], [-1.519, -0.003, 4.945], [1.265, 2.052, 4.098], [-0.685, -1.265, 7.988], [-2.120, -1.738, 6.972], [-2.090, -0.253, 7.923], [1.018, 0.709, 6.837], [-2.484, -0.100, 4.748], [1.657, 1.462, 3.241], [2.091, 2.332, 4.733], [0.823, 2.980, 3.670], [1.073, -1.330, 2.802], [1.618, -2.333, 2.995], [2.324, -3.590, 3.189], [3.010, -3.763, 4.375], [3.803, -4.874, 4.516], [3.853, -5.815, 3.492], [3.133, -5.653, 2.332], [2.365, -4.519, 2.135], [2.948, -3.036, 5.193], [4.367, -5.018, 5.449], [4.424, -6.736, 3.691], [3.145, -6.390, 1.563], [1.812, -4.355, 1.237], [-1.865, 5.117, 2.379], [-0.907, 5.240, 3.022], [-2.724, 4.775, 1.920], [-3.371, 3.099, -2.997], [-2.375, 3.712, -2.121], [-2.427, 3.806, -0.800], [-3.906, 3.481, 0.229], [-1.246, 4.275, -0.342], [-0.398, 4.492, -1.426], [0.934, 4.931, -1.537], [1.422, 5.072, -2.808], [0.701, 4.739, -3.964], [-0.628, 4.334, -3.870], [-1.086, 4.152, -2.548], [-3.904, 2.344, -2.461], [-2.784, 2.555, -3.727], [-3.993, 3.885, -3.428], [-1.130, 4.509, 0.651], [1.474, 5.226, -0.663], [2.469, 5.419, -2.821], [1.154, 4.767, -4.923], [-1.207, 4.103, -4.718]]
}

[6]
{
  "formula": "C12H14F5NO2ReSSe2",
  "method": "ωB97M-V/def2-TZVPD",
  "charge": 2,
  "spin_multiplicity": 4,
  "s2": 3.766,
  "relative_energy_kj_mol": 120.0,
  "homo_energy_ev": [-14.02, -14.87],
  "homo_lumo_gap_ev": [6.5, 4.8],
  "symbols": ["Re", "C", "Se", "C", "C", "Se", "C", "H", "H", "H", "H", "H", "H", "H", "H", "H", "H", "N", "C", "C", "O", "O", "H", "H", "H", "H", "F", "C", "C", "F", "C", "F", "C", "S", "C", "F", "C", "F"],
  "positions_angstrom": [[12.697, 7.050, 5.786], [18.346, 6.510, 3.506], [16.636, 6.303, 4.411], [16.712, 8.054, 5.383], [15.939, 9.114, 4.662], [13.743, 8.862, 4.552], [13.301, 10.411, 5.668], [19.178, 6.405, 4.221], [18.438, 7.471, 3.004], [18.414, 5.677, 2.815], [17.775, 8.254, 5.465], [16.298, 7.775, 6.349], [16.152, 9.163, 3.585], [15.939, 10.106, 5.142], [13.731, 11.307, 5.235], [13.694, 10.279, 6.683], [12.202, 10.440, 5.683], [12.483, 5.721, 7.512], [13.261, 4.490, 7.195], [14.632, 5.033, 6.692], [15.698, 4.510, 6.866], [14.477, 6.221, 6.006], [12.946, 6.242, 8.277], [11.520, 5.537, 7.845], [12.730, 3.969, 6.387], [13.381, 3.793, 8.019], [6.397, 9.142, 4.043], [7.492, 8.351, 4.159], [8.606, 8.861, 4.785], [8.594, 10.097, 5.300], [9.748, 8.113, 4.925], [10.713, 8.752, 5.625], [9.855, 6.797, 4.429], [11.413, 5.866, 4.489], [8.660, 6.275, 3.856], [8.623, 5.016, 3.386], [7.519, 7.037, 3.738], [6.363, 6.535, 3.220]]
}

[7]
{
  "formula": "C50H56ClIN6O3PPb",
  "method": "ωB97M-V/def2-TZVPD",
  "charge": 3,
  "relative_energy_kj_mol": 40.1,
  "homo_energy_ev": [-15.61, -15.39],
  "homo_lumo_gap_ev": [6.0, 6.0],
  "symbols": ["Pb", "Cl", "C", "C", "C", "I", "C", "O", "C", "N", "C", "C", "C", "C", "H", "H", "H", "H", "N", "C", "C", "C", "C", "C", "N", "C", "C", "C", "C", "C", "N", "H", "H", "H", "H", "H", "H", "H", "H", "H", "O", "C", "O", "C", "C", "C", "C", "C", "C", "N", "C", "C", "C", "C", "C", "C", "N", "H", "H", "H", "H", "H", "H", "H", "H", "H", "H", "C", "C", "C", "C", "C", "C", "P", "C", "C", "C", "C", "C", "C", "C", "C", "C", "C", "C", "C", "H", "H", "H", "H", "H", "H", "H", "H", "H", "H", "H", "H", "H", "H", "H", "H", "H", "H", "H", "H", "H", "H", "H", "H", "H", "H", "H", "H", "H", "H", "H", "H", "H"],
  "positions_angstrom": [[-1.736, 0.245, -1.196], [-8.209, 2.228, 1.583], [-6.558, 2.219, 1.169], [-5.661, 2.982, 1.900], [-4.312, 2.957, 1.608], [-2.936, 4.048, 2.727], [-3.758, 2.152, 0.566], [-2.523, 2.093, 0.357], [-4.710, 1.381, -0.218], [-4.216, 0.622, -1.213], [-5.053, -0.049, -1.980], [-6.435, -0.056, -1.783], [-6.959, 0.662, -0.733], [-6.096, 1.421, 0.077], [-6.028, 3.591, 2.712], [-4.621, -0.619, -2.787], [-7.075, -0.623, -2.442], [-8.017, 0.655, -0.521], [-2.845, -3.266, -0.705], [-3.011, -2.561, 0.468], [-3.618, -3.251, 1.534], [-3.817, -2.610, 2.735], [-3.384, -1.291, 2.862], [-2.762, -0.701, 1.788], [-2.578, -1.309, 0.607], [-2.652, -2.966, -2.035], [-2.768, -4.054, -2.926], [-2.683, -3.852, -4.282], [-2.477, -2.548, -4.738], [-2.333, -1.547, -3.811], [-2.401, -1.730, -2.479], [-3.094, -4.241, -0.577], [-3.939, -4.271, 1.398], [-4.309, -3.109, 3.556], [-3.515, -0.742, 3.780], [-2.380, 0.308, 1.849], [-2.931, -5.046, -2.534], [-2.781, -4.675, -4.975], [-2.432, -2.329, -5.792], [-2.178, -0.526, -4.120], [4.954, -4.249, -1.720], [5.023, -3.007, -2.199], [6.069, -2.456, -2.386], [3.724, -2.280, -2.442], [3.760, -1.190, -3.312], [2.629, -0.432, -3.529], [1.434, -0.730, -2.860], [1.411, -1.805, -1.967], [2.539, -2.579, -1.771], [0.319, 0.091, -2.956], [0.090, 0.799, -3.996], [-0.884, 1.879, -4.003], [-0.742, 2.880, -4.965], [-1.536, 4.013, -4.879], [-2.460, 4.099, -3.849], [-2.566, 3.041, -2.958], [-1.802, 1.962, -3.026], [4.079, -4.658, -1.723], [4.690, -0.950, -3.808], [2.688, 0.420, -4.187], [0.493, -2.033, -1.446], [2.503, -3.403, -1.070], [0.658, 0.689, -4.923], [0.011, 2.786, -5.733], [-1.411, 4.817, -5.585], [-3.089, 4.964, -3.731], [-3.274, 3.069, -2.144], [0.788, 3.175, 2.882], [2.094, 3.627, 3.520], [3.130, 2.497, 3.434], [2.468, 1.118, 3.495], [1.223, 1.193, 4.379], [0.151, 2.048, 3.696], [1.970, 0.429, 1.834], [1.984, -1.441, 1.836], [3.188, -2.030, 2.606], [2.787, -2.546, 3.979], [1.768, -3.684, 3.869], [0.835, -3.508, 2.663], [0.657, -2.022, 2.346], [3.039, 0.920, 0.401], [2.749, 2.325, -0.122], [3.408, 2.496, -1.491], [4.818, 1.881, -1.515], [5.369, 1.734, -0.103], [4.541, 0.726, 0.704], [0.986, 2.820, 1.863], [0.110, 4.023, 2.794], [1.912, 3.902, 4.557], [2.469, 4.517, 3.017], [3.819, 2.575, 4.279], [3.726, 2.606, 2.530], [3.169, 0.380, 3.903], [1.507, 1.638, 5.332], [0.836, 0.199, 4.601], [-0.514, 2.460, 4.455], [-0.445, 1.416, 3.027], [2.080, -1.695, 0.772], [3.991, -1.296, 2.692], [3.582, -2.865, 2.023], [2.374, -1.735, 4.583], [3.679, -2.894, 4.498], [1.177, -3.710, 4.781], [2.282, -4.641, 3.790], [-0.133, -3.961, 2.882], [1.242, -4.021, 1.789], [0.328, -1.511, 3.254], [-0.118, -1.881, 1.586], [2.737, 0.222, -0.390], [3.141, 3.080, 0.553], [1.673, 2.482, -0.220], [3.459, 3.557, -1.727], [2.782, 2.018, -2.244], [5.486, 2.504, -2.107], [4.799, 0.897, -1.985], [5.386, 2.709, 0.386], [6.399, 1.373, -0.137], [4.773, 0.855, 1.763], [4.824, -0.293, 0.429]]
}